(1)
# C10H20P

An isolated ion of composition C10H20P and charge +1 at a distorted geometry (the ωB97M-V functional and the def2-TZVPD basis, the OMol25 dataset).

Last column: natural (NBO) charge in e.
Cartesian coordinates (Å):
C (1.15555, -2.41747, -0.22858)  -0.4047
C (1.87264, -1.12352, 0.28703)  -0.3799
C (-0.33964, -2.44380, 0.10412)  -0.4163
C (1.35726, 0.10841, -0.61930)  -0.2536
C (-1.10769, -1.41831, -0.74142)  -0.4797
C (-0.11775, -0.02012, -1.07418)  -0.4503
C (1.59263, 2.69316, -0.19454)  -0.6029
C (-3.01211, 1.26644, -0.71216)  -0.9002
C (-1.70811, 0.23050, 1.65043)  -0.9862
C (1.58415, 1.27550, 0.31500)  -0.3753
P (-1.66392, 0.17288, -0.10075)  1.4538
H (1.42955, -2.71194, -1.21171)  0.2162
H (1.62087, -3.12479, 0.40152)  0.2233
H (1.65635, -1.03591, 1.33477)  0.1988
H (2.98365, -1.25920, 0.19167)  0.2398
H (-0.72040, -3.44186, -0.10232)  0.2461
H (-0.35518, -2.21806, 1.14483)  0.2071
H (2.04542, 0.26127, -1.49499)  0.2450
H (-1.61523, -1.92193, -1.56904)  0.2722
H (-0.17895, 0.33802, -2.12480)  0.2777
H (2.17294, 2.78196, -1.08880)  0.2128
H (1.94434, 3.42421, 0.52654)  0.2314
H (0.56015, 2.83544, -0.43716)  0.1830
H (-3.89030, 0.80861, -0.31713)  0.2646
H (-2.96069, 1.44688, -1.82193)  0.2906
H (-2.72723, 2.20845, -0.04713)  0.2664
H (-0.69682, 0.07018, 2.01975)  0.2812
H (-2.39572, -0.45653, 2.16920)  0.2986
H (-1.86081, 1.29152, 1.70729)  0.2564
H (0.90539, 1.24803, 1.21076)  0.1703
H (2.46966, 1.13194, 0.82303)  0.2140

Results
HOMO, eV: -13.581
Molecular weight, g mol⁻¹: 171.24
Net charge: +1
Total energy, eV: -19974.765
Frontier orbital gap, eV: 10.931
LUMO energy, eV: -2.65



(2)
# C10H21B3F4O7S2

A 3-piece molecular cluster, C10H21B3F4O7S2 overall at a distorted geometry (the ωB97M-V functional and the def2-TZVPD basis, the OMol25 dataset).

Last column: natural (NBO) charge in e.
Cartesian coordinates (Å):
C (4.54486, -0.00859, -1.04373)  -0.7299
C (4.26107, 1.45530, -0.86414)  0.8166
O (4.50950, 2.08258, 0.14080)  -0.5546
O (3.70841, 2.08422, -1.95367)  -0.5601
C (2.32680, 1.77964, -2.22095)  -0.0490
C (1.57252, 3.10652, -2.32293)  -0.8184
B (0.07638, 3.08999, -1.87138)  1.1814
O (-0.47598, 4.23545, -1.28764)  -0.8791
B (-1.38596, 3.89739, -0.30778)  1.0125
O (-2.44024, 3.07477, -0.71556)  -0.8782
B (-1.94204, 1.95297, -1.33670)  1.0929
C (-2.85217, 0.62345, -1.23258)  0.3592
F (-3.21301, 0.41847, 0.08692)  -0.3378
F (-2.21064, -0.49760, -1.68238)  -0.3217
C (-4.13984, 0.81133, -2.04525)  0.5197
F (-3.77050, 1.24119, -3.30110)  -0.3373
F (-4.82507, -0.36090, -2.17335)  -0.3202
O (-0.75242, 1.96930, -2.02373)  -0.8765
H (4.84066, -0.42627, -0.08877)  0.2560
H (3.65891, -0.50353, -1.43197)  0.2372
H (5.38084, -0.10544, -1.73976)  0.2323
H (1.91779, 1.11427, -1.46031)  0.1837
H (2.29904, 1.26714, -3.18454)  0.1877
H (2.07358, 3.81794, -1.66126)  0.2661
H (1.63848, 3.51491, -3.33447)  0.2561
H (-1.21618, 4.14489, 0.84027)  -0.0949
H (-4.77860, 1.57820, -1.60145)  0.1543
C (2.32123, -0.61300, 3.47140)  -0.8314
S (1.73388, -1.42198, 1.98101)  1.2786
O (2.77884, -1.21526, 0.94072)  -1.0059
C (0.42921, -0.24087, 1.63442)  -0.8401
H (3.18115, -1.17236, 3.83214)  0.2429
H (2.61597, 0.41032, 3.23751)  0.2342
H (1.53145, -0.62845, 4.22209)  0.2314
H (0.86427, 0.75562, 1.53398)  0.2243
H (-0.30291, -0.26293, 2.44061)  0.2354
H (-0.04162, -0.54148, 0.70121)  0.2348
C (-3.29000, -3.12323, 2.03072)  -0.8326
S (-2.32488, -4.56703, 2.48830)  1.2541
O (-1.13725, -4.07736, 3.23493)  -0.9899
C (-1.77045, -4.95238, 0.82330)  -0.8317
H (-3.69476, -2.69286, 2.94411)  0.2389
H (-2.64610, -2.39975, 1.53285)  0.2291
H (-4.10601, -3.42500, 1.37432)  0.2298
H (-1.23169, -4.09814, 0.41311)  0.2305
H (-2.63198, -5.19818, 0.20259)  0.2278
H (-1.10685, -5.81160, 0.88729)  0.2417

Results
HOMO, eV: -8.982
Molecular weight, g mol⁻¹: 425.83
Total energy, eV: -59618.035
Frontier orbital gap, eV: 9.207
LUMO energy, eV: 0.23



(3)
# C10H21BiN5OS

C10H21BiN5OS as an isolated structure at a distorted geometry (the ωB97M-V functional and the def2-TZVPD basis, the OMol25 dataset).

Last column: natural (NBO) charge in e.
Cartesian coordinates (Å):
Bi (11.66392, 6.88311, 3.32966)  1.7901
C (13.23680, 6.06269, 6.12720)  -0.2437
C (13.91103, 5.28945, 5.01475)  -0.2601
N (14.07540, 6.06457, 3.78903)  -0.6614
C (15.06250, 7.16180, 3.77348)  -0.2356
C (14.61359, 8.49743, 4.50194)  -0.5631
S (13.02006, 9.08154, 3.95324)  0.4223
C (12.04545, 9.31128, 5.47965)  -0.5572
C (11.71616, 8.04049, 6.36758)  -0.2349
N (11.97079, 6.68539, 5.68279)  -0.6602
H (12.94851, 5.46783, 6.97003)  0.2625
H (13.90264, 6.85695, 6.39684)  0.2140
H (14.78530, 4.80647, 5.50632)  0.2693
H (13.24008, 4.48399, 4.70745)  0.2172
H (14.32342, 5.48190, 2.99169)  0.4321
H (15.97314, 6.83618, 4.22751)  0.2524
H (15.24239, 7.29430, 2.73227)  0.2423
H (14.56194, 8.52690, 5.55436)  0.2452
H (15.33181, 9.21326, 4.23709)  0.2938
H (12.52699, 10.11037, 6.04310)  0.2923
H (11.07367, 9.61304, 5.07221)  0.2867
H (12.29479, 8.10359, 7.27658)  0.2513
H (10.67357, 8.11828, 6.59083)  0.2395
H (11.18560, 6.14494, 6.01265)  0.4307
C (5.38300, 6.77781, 5.01291)  -0.4325
N (6.79737, 6.76828, 4.72149)  -0.3353
C (7.56843, 7.99226, 4.68590)  -0.3096
C (8.91609, 7.33327, 4.35647)  0.6446
O (9.98312, 8.01732, 4.09943)  -0.8089
N (8.86035, 6.03934, 4.27029)  -0.6001
C (7.50967, 5.74064, 4.34820)  0.6521
N (7.07508, 4.49157, 4.17274)  -0.7166
H (5.15817, 7.71190, 5.52794)  0.2553
H (5.23332, 5.87002, 5.67348)  0.2330
H (4.76877, 6.67825, 4.10072)  0.2487
H (7.51504, 8.64992, 5.54894)  0.2783
H (7.21926, 8.54328, 3.75995)  0.2801
H (7.71825, 3.77788, 3.93952)  0.4413
H (6.09948, 4.27622, 4.33579)  0.4442

Results
HOMO, eV: -19.234
Molecular weight, g mol⁻¹: 468.36
Net charge: +3
Total energy, eV: -36857.000
Frontier orbital gap, eV: 7.882
LUMO energy, eV: -11.35



(4)
# C10H21Cl2FGaO3S

C10H21Cl2FGaO3S as an isolated structure at a distorted geometry (the ωB97M-V functional and the def2-TZVPD basis, the OMol25 dataset).

Last column: natural (NBO) charge in e.
Cartesian coordinates (Å):
C (1.00149, 2.64345, -0.10457)  -0.6426
C (1.00146, 1.38640, -0.90703)  -0.0802
Cl (0.83800, 1.63751, -2.64171)  -0.0817
C (1.09485, 0.21507, -0.36206)  -0.4354
Cl (1.08258, -1.17495, -1.46502)  -0.0723
Ga (1.27229, -0.28054, 1.61821)  1.2919
S (3.36033, -1.28504, 1.85012)  -0.6643
C (1.26125, 1.25738, 2.94297)  -0.9636
C (2.65753, 1.75836, 3.28450)  -0.0602
O (3.23163, 1.02383, 4.37155)  -0.7358
C (-0.11001, -1.72513, 1.99737)  -0.9559
C (-1.48712, -1.22864, 2.35918)  0.2106
C (-1.91411, 0.03930, 1.68914)  -0.6369
F (-2.44636, -2.20070, 1.94574)  -0.4129
H (0.07182, 2.70556, 0.43821)  0.2177
H (1.85110, 2.72110, 0.55149)  0.2301
H (1.00445, 3.48983, -0.77518)  0.2176
H (3.25575, -2.27460, 0.95586)  0.1420
H (0.60821, 2.07800, 2.68218)  0.2133
H (0.86915, 0.85809, 3.87562)  0.2097
H (2.64652, 2.79870, 3.59803)  0.1506
H (3.34181, 1.65758, 2.44412)  0.1603
H (2.80833, 0.15210, 4.37655)  0.4703
H (0.23740, -2.34275, 2.81565)  0.2130
H (-0.19067, -2.38809, 1.14611)  0.2342
H (-1.60130, -1.18517, 3.43210)  0.1513
H (-2.88248, 0.32781, 2.08702)  0.2000
H (-1.24398, 0.86553, 1.87580)  0.2141
H (-2.05772, -0.11589, 0.63266)  0.2172
C (-1.42191, -0.94291, -5.34180)  -0.0921
C (-2.68782, -0.82728, -4.51864)  -0.0925
O (-2.53289, -1.52194, -3.28438)  -0.7315
O (-1.11042, -2.30947, -5.57980)  -0.7285
H (-1.54126, -0.45094, -6.30839)  0.1710
H (-0.58324, -0.47878, -4.80751)  0.1719
H (-3.51905, -1.30452, -5.03807)  0.1748
H (-2.93908, 0.22225, -4.33156)  0.1652
H (-1.90123, -1.02485, -2.74571)  0.4817
H (-1.32531, -2.77565, -4.75879)  0.4779

Results
HOMO, eV: -5.213
Molecular weight, g mol⁻¹: 380.97
Net charge: -1
Total energy, eV: -107828.642
Frontier orbital gap, eV: 7.982
LUMO energy, eV: 2.77



(5)
# C10H21ClF3O5P2PtS

C10H21ClF3O5P2PtS as an isolated structure at a distorted geometry (the ωB97M-V functional and the def2-TZVPD basis, the OMol25 dataset).

Last column: Löwdin spin population.
Cartesian coordinates (Å):
C (1.09231, 1.74558, -4.20495)  0.0470
C (1.62241, 1.17302, -2.97561)  0.0407
H (1.08995, 1.20342, -5.14068)  -0.0007
H (1.70448, 2.62691, -4.25984)  0.0056
H (0.07837, 2.09462, -4.02993)  0.0002
O (1.72679, 0.02238, -2.53042)  0.7046
Cl (1.52783, 2.32588, -1.72303)  0.1592
Pt (-0.39508, -0.75645, 0.70795)  1.1314
P (2.03632, -0.19136, 0.36016)  0.3185
C (2.69376, -1.88068, 0.61905)  0.0398
C (3.51894, 0.48908, -0.61914)  0.0887
H (4.45226, 0.37890, -0.07213)  0.0126
H (3.44951, 0.76422, 2.10931)  0.0146
H (3.34039, 1.55480, -0.83366)  0.0036
H (1.90251, 1.65382, 1.86654)  0.0017
H (2.52226, -2.43304, -0.31478)  0.0009
H (3.61002, -0.00821, -1.58789)  0.0041
C (2.37020, 0.66269, 1.94344)  0.0669
H (3.76653, -1.83167, 0.83892)  0.0084
H (1.88076, 0.09400, 2.74181)  0.0000
H (2.12696, -2.32899, 1.44163)  0.0052
P (-2.14278, 0.43881, -0.69936)  0.2852
C (-3.39994, -0.87427, -0.91923)  0.0423
C (-2.87491, 1.60588, 0.51365)  0.0484
H (-1.65141, 2.33742, -2.19324)  -0.0001
H (-3.28493, 1.69281, -2.49687)  0.0112
H (-1.86614, 0.81715, -3.12052)  0.0002
C (-2.24091, 1.41189, -2.27507)  0.0504
H (-2.03251, 2.18546, 0.91318)  0.0024
H (-3.60112, 2.27417, 0.03353)  0.0096
H (-4.36729, -0.44538, -1.21610)  0.0104
H (-3.47768, -1.42036, 0.02915)  0.0001
H (-3.34111, 1.03743, 1.32873)  -0.0001
H (-3.03736, -1.54783, -1.70851)  0.0003
C (-0.33048, -2.41720, -0.11796)  0.1099
O (-0.48827, -3.51463, -0.50118)  0.0396
F (-1.07998, -2.80993, 4.64624)  -0.0001
C (-0.39665, -1.83989, 4.04102)  -0.0026
F (0.17735, -1.02845, 4.94473)  -0.0010
F (0.47996, -2.43755, 3.20253)  0.0133
S (-1.64835, -0.86530, 3.04770)  -0.0199
O (-2.01244, -1.92384, 1.99377)  0.3741
O (-2.77576, -0.28078, 3.73636)  0.1111
O (-0.72476, 0.24549, 2.48068)  0.2620

Results
HOMO (spin up / spin down), eV: -18.808 / -20.929
2S+1: 5
Molecular weight, g mol⁻¹: 602.81
Net charge: +3
<S²>: 6.030
Total energy, eV: -74245.143
Frontier orbital gap (spin up / spin down), eV: 6.800 / 5.027
LUMO energy (spin up / spin down), eV: -12.01 / -15.90



(6)
# C10H21F3IMnO5P2S

C10H21F3IMnO5P2S as an isolated structure at a distorted geometry (the ωB97M-V functional and the def2-TZVPD basis, the OMol25 dataset).

Last column: Löwdin spin population.
Cartesian coordinates (Å):
C (0.08682, -0.98882, -3.48544)  -0.0400
C (0.16752, 0.12781, -2.52941)  -0.1393
H (0.08434, -0.58377, -4.50609)  -0.0073
H (-0.84260, -1.57784, -3.37694)  0.0012
H (0.95836, -1.66169, -3.40436)  0.0014
O (0.08886, 1.33405, -2.72163)  -0.0312
I (0.49282, -1.68602, 2.74643)  0.8811
Mn (0.38592, -0.35434, -0.72996)  2.1850
P (2.48047, -0.59511, -0.36242)  -0.0225
C (3.26121, 0.95471, 0.19993)  -0.0059
C (3.12134, -1.85564, 0.78339)  0.0329
H (4.15622, -2.12274, 0.53835)  0.0006
H (4.37761, -0.99958, -1.77429)  0.0028
H (2.46501, -2.73085, 0.72805)  0.0094
H (2.94708, -1.93557, -2.31403)  0.0001
H (2.88331, 1.22079, 1.19651)  0.0001
H (3.04251, -1.46345, 1.80952)  0.0274
C (3.29767, -0.96316, -1.94753)  0.0178
H (4.34352, 0.80433, 0.23791)  -0.0010
H (3.07018, -0.19678, -2.69651)  0.0001
H (3.02280, 1.77507, -0.49001)  0.0000
P (-2.56172, -0.29560, -0.17077)  0.0131
C (-3.40493, 1.23164, 0.13955)  0.0021
C (-3.04429, -0.74167, -1.85901)  0.0014
H (-2.36361, -2.55642, 0.71027)  0.0011
H (-4.03154, -1.89877, 0.56932)  0.0003
H (-2.90374, -1.29631, 1.87539)  0.0055
C (-3.00309, -1.67447, 0.85465)  0.0087
H (-2.76933, -1.73708, -2.21962)  -0.0001
H (-4.13439, -0.76234, -1.78423)  0.0001
H (-4.47006, 1.15410, -0.08904)  0.0005
H (-2.83411, 1.91101, -0.51340)  0.0001
H (-2.82166, -0.02392, -2.65308)  -0.0002
H (-3.21545, 1.53402, 1.17585)  -0.0010
C (0.56028, 1.45645, -0.42019)  -0.0221
O (0.43479, 2.54455, -0.01331)  0.0101
F (0.27947, 1.07957, 5.09872)  0.0374
C (0.37463, 2.03099, 4.18500)  0.1610
F (0.33811, 3.23518, 4.78469)  0.0430
F (1.53963, 1.91632, 3.50962)  0.0177
S (-1.09872, 1.87005, 2.79867)  0.2730
O (-2.19212, 1.12889, 3.39412)  0.2005
O (-1.41389, 3.27076, 2.42326)  0.2651
O (-1.15526, 0.12168, 0.30207)  0.0702

Results
HOMO (spin up / spin down), eV: -15.697 / -16.210
2S+1: 5
Molecular weight, g mol⁻¹: 554.12
Net charge: +2
<S²>: 6.207
Total energy, eV: -97914.431
Frontier orbital gap (spin up / spin down), eV: 7.324 / 6.686
LUMO energy (spin up / spin down), eV: -8.37 / -9.52